(1)
14
Properties=species:S:1:pos:R:3 method="wB97M-V/def2-TZVPD" e_above_lowest_ev=6.125 homo_ev=-4.4286 orbital_gap_ha=0.0942 charge=-1 e_tot_ha=-742.2601 max_force_ha_per_bohr=0.038 e_lumo_ev=-1.87 multiplicity=1
O 1.36 1.53 0.04
C 1.09 1.17 -1.17
O 1.48 1.71 -2.19
C 0.05 0.07 -1.23
C -0.56 -0.33 -0.11
S -3.00 -3.70 1.27
H -0.39 -0.16 -2.20
H -1.78 -2.14 3.34
H -1.22 -1.19 -0.10
H -0.63 0.23 0.81
H -2.07 -2.73 2.96
H 2.11 2.43 0.25
H 2.55 3.49 1.62
O 2.80 3.39 0.68



(2)
12
Properties=species:S:1:pos:R:3 method="wB97M-V/def2-TZVPD" e_above_lowest_ev=0.788 homo_ev=-9.3930 smiles="CP=O.C=C" orbital_gap_ha=0.3255 e_tot_ha=-535.0492 max_force_ha_per_bohr=0.030 e_lumo_ev=-0.54 multiplicity=1
C 2.45 -0.73 0.04
P 2.07 1.03 -0.51
O 2.45 1.89 0.61
H 1.89 -1.46 -0.53
H 3.52 -0.90 -0.13
H 2.25 -0.85 1.11
C -2.08 -0.24 -0.46
C -2.80 0.58 0.27
H -1.10 -0.57 -0.15
H -2.42 -0.63 -1.41
H -3.78 0.92 -0.04
H -2.44 0.97 1.21



(3)
12
Properties=species:S:1:pos:R:3 method="wB97M-V/def2-TZVPD" e_above_lowest_ev=0.570 homo_ev=-10.2248 smiles="C=C[P@H](C)=O" orbital_gap_ha=0.4076 e_tot_ha=-535.0573 max_force_ha_per_bohr=0.129 e_lumo_ev=0.87 multiplicity=1
C 2.04 0.73 -0.16
C 1.11 -0.04 0.22
P -0.60 0.53 0.22
C -1.59 -0.87 -0.30
O -0.84 1.87 -0.30
H 3.04 0.48 -0.38
H 1.67 1.77 -0.26
H 1.21 -1.28 0.40
H -0.69 0.21 1.64
H -1.66 -0.96 -1.41
H -1.03 -1.67 0.26
H -2.66 -0.76 0.07



(4)
12
Properties=species:S:1:pos:R:3 method="wB97M-V/def2-TZVPD" e_above_lowest_ev=1.465 homo_ev=-9.1372 smiles="CP=O.C=C" orbital_gap_ha=0.3210 e_tot_ha=-535.0244 max_force_ha_per_bohr=0.096 e_lumo_ev=-0.40 multiplicity=1
C 1.90 -1.39 0.02
P 1.82 0.44 0.48
O 2.35 1.27 -0.61
H 1.75 -1.61 -0.98
H 1.09 -1.80 0.55
H 2.95 -1.63 0.07
C -1.63 0.22 -0.01
C -2.25 1.37 0.24
H -1.28 -0.04 -1.06
H -1.54 -0.50 0.69
H -2.68 1.53 1.15
H -2.48 2.13 -0.53